DFT (ωB97M-V/def2-TZVPD) results for 10 unconnected molecules or ions with the total composition C3H22NO12.

Computed properties:
**Gap between HOMO and LUMO**: 0.3587 Ha
**Energy**: -1085.2839 Ha
**LUMO**: 2.603 eV
**ΔE to the lowest compared entry with this formula, charge and spin**: 177.1 kJ/mol
**Molecular weight**: 264.20 g/mol

Structure (ORCA input):
```
! wB97M-V def2-TZVPD RIJCOSX def2/J DEFGRID3
* xyz -1 1
O 3.0963 1.0986 -0.0885
C 2.1352 1.0251 0.6532
N 0.9772 0.4835 0.1271
C -0.3494 0.3277 0.6393
O -0.4760 0.2133 1.8778
O -1.2408 0.0723 -0.2167
C 2.0821 1.6479 2.0302
H 0.9895 0.3410 -0.8690
H 2.8086 1.1159 2.6661
H 1.1858 1.2599 2.5089
H 2.3629 2.6846 1.9806
H -4.0305 -1.6410 -1.3923
H -2.6836 -1.8347 -2.0835
O -3.5628 -2.2113 -1.9730
H 3.1225 -1.2793 -0.6792
H 2.8302 -2.1367 -1.8308
O 3.4091 -2.1028 -1.0751
H -0.9765 2.0973 2.2071
H -2.1474 2.7454 3.0375
O -1.6179 2.8172 2.2445
H -0.5466 2.9431 -0.8856
H -0.0381 4.0068 -1.8424
O -0.0692 3.7727 -0.9134
H -0.1480 -2.4377 3.1247
H 0.1771 -1.5743 1.8506
O 0.5002 -2.2753 2.4422
H -3.6602 -0.0964 0.4409
H -3.0566 1.1851 0.7321
O -3.9373 0.7774 0.7404
H 1.4541 -2.0496 -3.2129
H 1.0160 -0.4226 -3.0990
O 1.6272 -1.1576 -3.2278
H 0.5739 -3.8994 1.1368
H -0.1533 -3.7489 -0.1669
O 0.2998 -4.4013 0.3581
H -0.7627 0.4828 -1.7281
H -0.8803 1.4323 -2.9298
O -0.3105 0.7390 -2.5845
*
```

DFT (ωB97M-V/def2-TZVPD) results for a single C4H11N3OS molecule.

Computed properties:
**Gap between HOMO and LUMO**: 0.3507 Ha
**Energy**: -796.5601 Ha
**LUMO**: 0.805 eV
**ΔE to the lowest compared entry with this formula, charge and spin**: 286.5 kJ/mol
**Molecular weight**: 149.22 g/mol

Structure (ORCA input):
```
! wB97M-V def2-TZVPD RIJCOSX def2/J DEFGRID3
* xyz 0 1
C 1.7483 1.2750 0.7055
C 1.1657 1.0293 -0.7393
C 0.6472 0.2251 0.4396
C 1.1987 -1.1907 0.4321
N -2.9463 -0.6548 0.8879
N 0.5157 -1.9812 -0.5882
N -2.4018 1.2343 -0.6320
O -0.6216 0.3790 0.8634
S -1.8208 -0.2912 -0.0416
H 2.5255 0.6853 1.1412
H 1.6469 2.3062 1.0644
H 0.6462 2.0740 -0.8563
H 1.6483 0.7216 -1.6000
H 0.2555 -1.4496 -1.3484
H 1.1246 -1.6858 1.3567
H 2.2943 -1.1053 0.1909
H -2.9868 -1.6530 1.2794
H 1.1981 -2.6699 -0.8723
H -3.1694 1.4338 -0.0704
H -2.6684 1.3181 -1.6126
*
```

DFT (ωB97M-V/def2-TZVPD) results for a molecular structure, C13H18O3.

Computed properties:
**Gap between HOMO and LUMO**: 0.3439 Ha
**Energy**: -731.4995 Ha
**LUMO**: 0.035 eV
**ΔE to the lowest compared entry with this formula, charge and spin**: 835.8 kJ/mol
**Molecular weight**: 222.28 g/mol

Structure (ORCA input):
```
! wB97M-V def2-TZVPD RIJCOSX def2/J DEFGRID3
* xyz 0 1
C 3.5117 1.2108 4.4187
C 2.5008 1.0877 3.1452
C 2.7076 -0.3226 2.4618
C 1.6978 -0.5591 1.5023
C 1.8732 0.4543 0.3220
C 1.0021 -0.1441 -0.7375
O -0.3272 0.1043 -0.2375
C -1.2778 0.0629 -1.3088
C -2.5190 0.4007 -0.7967
C -3.7700 0.1298 -1.5409
C -3.4398 -0.5440 -2.9047
C -2.1989 -0.7498 -3.3292
C -1.3384 -0.4515 -2.4640
H -0.2271 -0.9750 -2.9933
H -2.2533 -1.1393 -4.3035
C -4.8211 -0.7615 -3.4919
O -6.0878 -0.3710 -3.1324
O -4.6320 -1.2696 -4.7228
H -5.4585 -1.3137 -5.4369
H -4.6556 0.2621 -1.1511
H -2.6052 0.8475 0.2029
H 1.2184 -1.3766 -0.9831
H 1.3500 0.3195 -1.8228
H 3.0592 -0.0538 -0.0199
H 1.9802 1.4712 0.3005
H 1.7832 -1.6545 1.1829
H 0.6183 -0.3419 2.0100
H 3.8592 -0.4508 2.1006
H 2.6479 -1.1143 3.5452
H 2.7791 1.7988 2.5123
H 1.6608 1.2502 3.4687
H 3.3745 0.7019 5.2000
H 3.4524 2.2572 4.7986
H 4.5352 1.2340 4.2053
*
```

DFT (ωB97M-V/def2-TZVPD) results for a single C18H22F3N3O3 molecule.

Computed properties:
**Gap between HOMO and LUMO**: 0.3634 Ha
**Energy**: -1388.7289 Ha
**LUMO**: 0.628 eV
**ΔE to the lowest compared entry with this formula, charge and spin**: 11.8 kJ/mol
**SMILES string**: CC(C)N(CCO)C(=O)CCc1nnc(Cc2cccc(C(F)(F)F)c2)o1
**Molecular weight**: 385.39 g/mol

Structure (ORCA input):
```
! wB97M-V def2-TZVPD RIJCOSX def2/J DEFGRID3
* xyz 0 1
C -1.7234 -2.3619 1.3470
H -1.7815 -2.9772 2.2408
H -1.3989 -2.9900 0.5213
H -0.9769 -1.5845 1.4970
C -3.0890 -1.7356 1.0503
N -2.9660 -0.7367 -0.0035
C -2.7463 0.5752 0.2140
O -2.6070 1.3565 -0.7196
C -2.6817 1.0900 1.6479
H -2.2423 0.3551 2.3166
C -1.8021 2.3389 1.6659
C -0.4260 1.9499 1.2793
N 0.0732 0.7577 1.2755
N 1.3500 0.8600 0.8435
C 1.5687 2.1080 0.6054
O 0.4758 2.8657 0.8643
C 2.8201 2.7468 0.1204
C 3.7132 1.7342 -0.5415
C 4.3406 0.7628 0.2275
C 5.1571 -0.1752 -0.3824
C 5.3555 -0.1632 -1.7580
C 4.7256 0.8023 -2.5199
C 3.9092 1.7440 -1.9148
H 3.4210 2.4936 -2.5203
H 4.8704 0.8216 -3.5889
H 5.9965 -0.9005 -2.2163
C 5.8426 -1.2382 0.4286
F 7.1565 -1.3249 0.1415
F 5.7610 -1.0393 1.7503
F 5.3365 -2.4636 0.1956
H 4.1856 0.7349 1.2941
H 3.3328 3.1966 0.9772
H 2.5516 3.5485 -0.5706
H -2.1680 3.0756 0.9478
H -1.7902 2.7942 2.6593
H -3.6925 1.3367 1.9787
C -2.8261 -1.1853 -1.3815
H -2.4600 -2.2109 -1.3952
H -2.0776 -0.5411 -1.8555
C -4.1288 -1.0869 -2.1891
O -4.7641 0.1566 -2.0636
H -4.0779 0.8332 -1.9475
H -3.8836 -1.2891 -3.2449
H -4.8557 -1.8354 -1.8609
C -4.1358 -2.7961 0.7123
H -3.8273 -3.4222 -0.1200
H -5.0847 -2.3254 0.4693
H -4.2814 -3.4360 1.5791
H -3.4485 -1.2195 1.9432
*
```

Please write out number 2 again, unchanged.
DFT (ωB97M-V/def2-TZVPD) results for a single C4H11N3OS molecule.

Computed properties:
**Gap between HOMO and LUMO**: 0.3507 Ha
**Energy**: -796.5601 Ha
**LUMO**: 0.805 eV
**ΔE to the lowest compared entry with this formula, charge and spin**: 286.5 kJ/mol
**Molecular weight**: 149.22 g/mol

Structure (ORCA input):
```
! wB97M-V def2-TZVPD RIJCOSX def2/J DEFGRID3
* xyz 0 1
C 1.7483 1.2750 0.7055
C 1.1657 1.0293 -0.7393
C 0.6472 0.2251 0.4396
C 1.1987 -1.1907 0.4321
N -2.9463 -0.6548 0.8879
N 0.5157 -1.9812 -0.5882
N -2.4018 1.2343 -0.6320
O -0.6216 0.3790 0.8634
S -1.8208 -0.2912 -0.0416
H 2.5255 0.6853 1.1412
H 1.6469 2.3062 1.0644
H 0.6462 2.0740 -0.8563
H 1.6483 0.7216 -1.6000
H 0.2555 -1.4496 -1.3484
H 1.1246 -1.6858 1.3567
H 2.2943 -1.1053 0.1909
H -2.9868 -1.6530 1.2794
H 1.1981 -2.6699 -0.8723
H -3.1694 1.4338 -0.0704
H -2.6684 1.3181 -1.6126
*
```

What is the formula in the third record? C13H18O3

molecular weight of number 2 (C4H11N3OS)? 149.22 g/mol